This record from the Open Molecules 2025 dataset describes C39H35N5O5PRbS2 as an isolated structure at a distorted geometry. The level of theory is the ωB97M-V functional and the def2-TZVPD basis.

HOMO energy ... -8.456 eV
Electronic energy ... -3318.9782 Eh
Gap between HOMO and LUMO ... 8.4 eV
Relative energy (zero: lowest compared OMol25 entry of this formula, charge and spin) ... 1.408 eV
LUMO energy ... -0.06 eV

Geometry as ORCA input:
```
! RIJCOSX wB97M-V def2-TZVPD def2/J DEFGRID3
* xyz 0 1
C -7.040 -4.472 2.913
H 1.087 4.476 -0.876
C 1.592 4.705 0.058
H 2.982 -0.082 0.929
H 0.973 3.015 2.240
C 2.649 3.891 0.481
C -6.610 -3.782 1.642
O -1.270 -1.753 -4.178
C 1.780 6.060 2.037
Rb 1.277 -0.284 -0.940
H -1.620 -1.435 -1.173
N -0.198 -1.659 1.114
H 7.521 1.775 1.457
C 0.257 2.234 2.488
H -6.233 -4.373 -1.690
C 4.102 3.125 -1.877
C 4.904 -0.344 1.813
H -6.551 -4.041 3.787
C -6.269 -2.431 1.644
H 0.434 -3.731 -0.708
H -5.677 -0.720 0.470
N 3.246 0.387 -2.655
C -2.273 -5.204 0.753
C 4.709 2.252 -2.805
C -1.167 -5.031 -0.091
N -3.875 -1.739 -2.488
C 6.180 0.174 1.969
H 3.305 5.465 3.423
C -1.873 -3.087 1.703
C -3.045 -0.499 -2.514
H 6.615 4.473 -4.529
H -6.840 -5.528 0.419
C 2.824 5.258 2.474
C 4.402 4.480 -1.958
C 1.166 5.784 0.819
C -2.649 -4.234 1.662
H -0.921 -5.806 -0.808
H 4.635 -1.282 2.282
C -0.402 -3.887 -0.036
P 2.999 2.415 -0.566
C -0.769 0.286 2.502
C -1.561 0.931 3.395
C -5.900 -2.491 -0.720
C -6.236 -3.838 -0.747
C 5.621 2.746 -3.730
H 1.443 6.895 2.640
C 4.292 1.543 0.420
S -5.494 -1.657 -2.222
H -3.509 -4.360 2.292
N 0.273 1.034 1.983
O -6.116 -2.424 -3.261
C -6.581 -4.473 0.435
C -1.607 -0.758 -2.041
H -3.536 0.243 -1.893
H -6.811 -5.538 2.884
H 6.913 -0.357 2.566
C 3.970 0.336 1.039
C 4.426 0.789 -2.857
H 5.220 0.089 -3.107
H -2.997 -0.139 -3.537
C -0.945 -1.098 2.022
H 6.099 2.055 -4.418
H 5.864 2.972 0.083
C -5.918 -1.778 0.473
H 4.068 3.563 2.064
C -0.731 -1.425 -3.125
H 5.510 6.030 -2.947
H -2.858 -6.113 0.678
H -1.145 0.186 -1.733
H -8.119 -4.372 3.061
H -6.302 -1.875 2.580
N -1.966 -1.909 2.432
O 3.108 -0.983 -2.690
O -5.812 -0.279 -1.980
C 5.587 2.044 0.573
H -3.662 -2.398 -3.235
H -2.682 -1.681 3.096
H 3.960 5.172 -1.252
C 5.911 4.101 -3.793
O 0.502 -1.591 -2.774
H -2.430 0.565 3.924
C 5.291 4.969 -2.912
C -0.765 -2.907 0.893
C 3.259 4.184 1.700
C 6.522 1.370 1.344
H 0.346 6.401 0.471
S -1.005 2.525 3.611
H 2.145 -1.153 -2.870
*
```

Results of the Mulliken charge analysis, in e, for atoms 1 through 5: number 1, C, carries -1.67; number 2, H, carries 0.44; number 3, C, carries -0.40; number 4, H, carries -0.24; number 5, H, carries 0.07

=====

This record from the Open Molecules 2025 dataset describes C47H120N24O17V as an isolated structure at a distorted geometry. The level of theory is the ωB97M-V functional and the def2-TZVPD basis.

HOMO energy ... -10.268 eV
Electronic energy ... -5400.1557 Eh
Gap between HOMO and LUMO ... 8.7 eV
LUMO energy ... -1.59 eV

Geometry as ORCA input:
```
! RIJCOSX wB97M-V def2-TZVPD def2/J DEFGRID3
* xyz 1 1
H 2.656 3.318 1.452
H 2.572 -4.535 -8.707
N -1.157 1.742 4.255
H -5.494 5.323 3.248
O -2.815 2.972 1.883
H -3.302 1.408 5.574
O 3.715 7.059 -2.580
H -1.693 2.566 4.482
N 3.455 5.732 -2.071
H -6.982 -6.265 -1.564
O 1.527 -3.083 5.684
H -0.813 0.978 -4.235
H -2.640 2.486 -1.388
H -6.786 -3.801 -2.434
C -3.702 -2.475 5.396
O -1.734 -0.403 3.526
H 3.910 -2.190 -2.611
H -5.026 -2.051 -3.536
H -2.362 5.983 1.105
H -4.010 -6.286 -4.155
N 2.327 -0.287 1.710
H 3.527 6.937 -3.576
O 0.603 -1.176 2.875
H -6.624 -6.049 -3.244
H -1.915 -2.913 4.523
H -4.161 1.367 0.322
N -3.613 3.447 0.857
C 3.108 2.313 3.875
C 3.269 4.005 2.058
H 6.327 4.189 5.536
H 3.178 0.186 1.659
H 5.866 4.217 -4.042
C -4.409 -2.455 -2.679
N -1.371 -7.945 -3.887
V -0.903 -1.039 1.564
N 2.673 -1.026 3.879
H -6.295 5.501 0.849
H -4.134 6.099 2.284
H -5.289 0.255 2.402
C 6.900 2.900 3.841
N -2.415 -2.840 5.386
H -3.709 -4.243 3.327
C -6.151 -6.233 -2.258
N -3.080 -4.803 2.813
O 4.863 -1.913 -2.557
C 4.938 4.743 -3.899
H -4.030 -2.307 7.456
H -4.005 4.356 -1.840
C 5.789 5.451 -1.663
N -0.155 0.280 -3.878
H -0.630 1.868 3.421
C -5.476 4.911 0.298
H -3.792 4.836 3.377
H 3.444 -2.096 -6.229
H 3.875 4.726 1.381
C -0.006 -7.793 -3.480
H 1.000 -1.460 -2.681
H -2.099 -8.033 -3.149
H -1.486 4.687 1.705
H -0.879 5.273 0.173
H 5.546 5.620 -0.662
H -1.469 -8.665 -4.675
H 1.506 6.307 -0.745
C 1.157 6.261 -1.796
O -0.543 0.442 1.132
C -0.510 -0.172 -2.597
H 1.352 -4.744 -4.358
H 0.326 -5.503 -3.147
H -5.310 6.222 -1.223
H 1.875 -7.380 -4.236
O 2.179 -2.909 -2.830
H 2.544 2.917 4.578
C -2.005 -4.235 2.201
H 5.169 5.806 -4.221
H 2.602 4.663 2.594
C 1.842 3.807 -1.921
H 0.367 -5.488 4.064
H -2.035 -5.560 0.765
H -4.178 6.618 0.136
O -4.307 -2.335 4.307
N 3.183 -3.022 -5.942
H -2.652 -3.534 -0.934
H 6.851 -0.097 3.412
H 4.935 -0.001 -3.250
H 3.831 -0.253 -1.794
H -6.020 4.208 -0.280
N -3.481 0.660 0.372
H 1.713 -5.056 7.134
H -4.724 -2.655 -0.481
H 4.874 1.789 0.529
C -4.505 5.183 2.638
H 5.359 2.748 5.417
C 4.078 3.196 3.018
H 3.693 -0.985 3.808
H 8.437 1.664 2.200
H 1.870 -0.509 0.786
N -1.419 -4.874 1.139
H -2.226 2.256 1.539
H 4.168 4.221 -4.461
C -5.724 3.099 2.030
C 5.904 3.476 4.841
C 6.021 0.558 3.392
C -6.117 -3.876 -1.562
O -0.406 -2.086 0.401
H -5.633 -7.228 -2.313
H 0.505 -3.920 3.519
H 7.384 3.741 3.242
H -4.773 -1.375 2.636
H 2.270 1.782 3.307
C -4.354 -5.603 -0.660
H 3.188 -2.979 -8.207
H 0.601 5.281 -4.134
H 3.567 1.587 4.524
C 4.867 4.140 3.929
C -2.753 4.222 -0.057
C -2.341 -3.656 -1.954
N 0.423 -0.934 -2.062
H -1.838 -2.929 6.171
H 1.234 7.294 -2.252
O -2.754 -1.276 1.164
C 2.099 5.247 -2.469
C -5.310 -2.590 -1.405
H 1.761 -3.549 -0.498
H -3.572 -3.385 -5.229
N -4.376 -2.061 6.552
H -1.189 -4.223 0.387
H -2.786 5.622 -1.640
C 7.391 1.724 1.702
H -2.399 -2.386 -4.555
O 2.167 -5.047 -6.127
H -3.520 -5.652 2.489
H -3.680 -0.189 5.071
H 7.349 0.913 1.046
N 2.596 -3.736 -7.999
H 0.806 0.539 -3.961
H 0.105 -1.389 -1.220
N 5.142 2.557 2.167
H 0.126 5.925 -1.890
H 4.458 3.688 -0.726
H -6.185 2.577 1.178
H 5.386 0.041 2.661
N 0.964 -7.703 -4.500
H 0.977 -6.156 6.164
H 6.693 4.938 -1.869
H 2.011 6.170 -4.497
N 1.273 -4.101 -1.208
C 6.322 1.935 2.831
O 4.493 1.656 1.393
H -4.128 -4.826 0.124
H 4.202 4.805 4.421
O 0.277 -7.691 -2.274
C 1.690 5.251 -4.040
H -2.079 -4.161 -4.593
H 2.268 -1.456 4.726
C 2.626 -4.017 -6.685
C -4.778 4.201 1.470
N 0.760 -4.601 4.229
H -4.957 -6.298 -0.112
H 1.559 3.792 -0.885
H -5.937 -1.736 -1.258
H 5.432 4.886 3.232
N 0.995 -5.180 6.454
H -5.368 -1.824 6.482
H -6.453 3.543 2.759
N -4.386 -4.777 -3.068
C 1.868 -0.905 2.809
H 2.866 1.877 -1.741
H 7.700 2.338 4.407
C 1.117 -4.183 5.412
H 3.028 -3.058 -4.905
C 4.364 3.490 -1.790
H 5.081 2.721 -2.010
H 1.008 3.425 -2.552
H 0.667 -7.617 -5.449
H -1.328 3.643 -1.549
O -1.612 0.105 -2.047
C -1.992 3.157 -0.788
N 0.936 -4.723 -3.448
C -3.533 5.033 -1.117
H -2.780 0.539 -0.378
H 5.445 0.522 4.310
H -3.462 -6.110 -1.025
H -1.854 -4.717 -2.039
C 3.015 2.887 -2.224
O -1.631 -3.112 2.532
H -1.275 2.589 -0.161
H 5.580 -0.201 -1.597
C -4.611 5.841 -0.507
C 4.831 -0.528 -2.272
O -3.611 -5.967 -3.330
C -5.178 -5.067 -1.865
C 1.493 -3.869 -2.524
H -3.863 -1.540 -2.455
H 2.034 4.327 -4.612
H 5.952 6.468 -2.090
H -6.757 -4.176 -0.706
C -1.813 5.129 0.739
C -1.979 0.585 4.255
H 7.509 2.567 1.048
C -2.844 -3.381 -4.377
N -3.049 0.581 5.061
H 3.119 2.711 -3.326
C -3.460 -3.600 -2.983
N -4.760 -0.540 2.028
H -1.646 -2.839 -2.214
H -5.032 2.521 2.696
H 0.935 -5.014 -0.841
C -3.686 -0.357 1.205
C 4.663 4.839 -2.412
*
```

Results of the Mulliken charge analysis, in e, for atoms 1 through 5: number 1, H, carries 0.22; number 2, H, carries 0.29; number 3, N, carries -0.45; number 4, H, carries 0.46; number 5, O, carries -0.11

=====

Question: Which value of LUMO energy does entry 2 give?
Answer: -1.59 eV